[1]
{
  "formula": "C4H9NOS",
  "method": "wB97M-V/def2-TZVPD",
  "elements": ["C", "C", "C", "S", "N", "C", "O", "H", "H", "H", "H", "H", "H", "H", "H", "H"],
  "xyz": [[1.509412, -0.551866, -0.854930], [0.305572, 0.281775, -0.120329], [-0.107220, 1.421568, -1.040127], [1.108434, 2.785562, -0.773559], [-0.895191, -0.452462, 0.272159], [-1.300692, -0.836220, 1.671764], [-2.471748, -1.536974, 1.854239], [1.203118, -1.060614, -1.816422], [2.356182, 0.137951, -1.058875], [1.833757, -1.365568, -0.112711], [0.809846, 0.563146, 0.745140], [-1.080389, 1.863368, -0.584685], [-0.428077, 0.928726, -2.062077], [-0.967935, -1.305734, -0.356870], [-1.490199, 0.257486, 1.964944], [-0.384877, -1.130142, 2.272340]],
  "atomic_forces_ev_per_a": [[-0.87, -0.77, 1.07], [-0.11, -2.10, -1.85], [-1.68, 0.77, 0.98], [0.23, 0.26, -1.20], [-0.35, -3.49, -2.66], [-1.49, 2.53, 0.83], [2.17, 0.07, -0.77], [0.07, 0.55, 0.89], [-0.59, -0.35, 0.15], [-0.26, 0.97, -1.07], [0.58, 1.35, 1.59], [1.38, -1.03, -0.96], [1.00, 1.28, 1.40], [-0.11, 1.12, 1.08], [0.37, -0.64, 0.80], [-0.33, -0.53, -0.29]],
  "total_charge": -2,
  "smiles": "C[C@@H](C[S-])NC[O-]",
  "molar_mass_g_mol": 119.19,
  "orbital_gap_ev": 5.571,
  "e_homo_ev": 0.544,
  "de_lowest_kj_mol": 161.5
}

[2]
{
  "formula": "C4H8N2",
  "method": "wB97M-V/def2-TZVPD",
  "elements": ["C", "C", "C", "C", "N", "N", "H", "H", "H", "H", "H", "H", "H", "H"],
  "xyz": [[-1.460855, -1.979166, 0.430735], [-0.826348, 1.425331, 0.962616], [0.057874, 0.531067, 0.075671], [-0.077470, -1.746680, 0.646029], [-2.619130, -2.013285, 0.348105], [0.942231, -2.543866, 0.034744], [-0.280277, 1.998999, 1.776484], [-1.162885, 2.179325, 0.193934], [-1.546286, 0.851902, 1.497248], [1.146944, 0.402682, 0.205984], [-0.312883, 0.529150, -0.907780], [0.060519, -1.419410, 1.652551], [1.899451, -2.133851, 0.320572], [0.921403, -2.657057, -0.923971]],
  "atomic_forces_ev_per_a": [[-1.33, 0.01, -0.34], [2.52, 1.29, -0.72], [0.27, -2.67, 2.37], [0.54, 2.58, -1.54], [1.05, -0.15, -0.02], [1.72, 1.79, 3.91], [-0.27, -0.71, -1.08], [-0.59, -0.64, 1.38], [-1.22, -0.25, -0.12], [-0.70, 0.65, -0.13], [-0.01, -0.32, -1.29], [0.60, -0.39, 0.59], [-2.14, -1.11, -0.73], [-0.43, -0.07, -2.26]],
  "total_charge": 0,
  "molar_mass_g_mol": 84.12,
  "orbital_gap_ev": [8.307, 8.307],
  "e_homo_ev": [-7.964, -7.965],
  "de_lowest_kj_mol": 331.0
}

[3]
{
  "formula": "C6H10",
  "method": "wB97M-V/def2-TZVPD",
  "elements": ["C", "C", "C", "C", "C", "C", "H", "H", "H", "H", "H", "H", "H", "H", "H", "H"],
  "xyz": [[-0.381357, 1.311519, -0.840000], [-1.069956, 2.316308, -0.117401], [0.122321, -0.269961, 0.959748], [0.168378, -0.029025, -0.474951], [0.310096, -1.078280, -1.560435], [0.724946, -1.301343, 1.857887], [-0.339863, 1.327759, -1.968166], [-1.506919, 2.526155, 0.935763], [-1.309972, 3.269127, -0.782992], [-0.151392, 0.709382, 1.391701], [0.680757, -1.979956, -1.287104], [-0.825066, -1.319334, -1.920315], [0.968626, -0.852603, -2.306737], [-0.067849, -2.027808, 2.348620], [1.413749, -1.877585, 1.139543], [1.263507, -0.724354, 2.624843]],
  "atomic_forces_ev_per_a": [[-0.10, -1.65, -0.34], [-0.19, 1.86, -1.62], [0.83, 1.81, -1.11], [-2.15, 0.39, 1.92], [-4.62, 1.47, 1.04], [-0.69, -1.25, -1.75], [-0.13, 1.08, 1.29], [1.33, -1.29, -1.64], [0.43, -2.22, 1.34], [-0.16, -0.92, 0.50], [0.92, -2.81, 1.83], [2.75, 0.80, 0.40], [1.14, 1.45, -2.51], [1.56, 1.49, -0.95], [-0.81, 0.36, 1.66], [-0.12, -0.57, -0.05]],
  "total_charge": 1,
  "multiplicity": 2,
  "molar_mass_g_mol": 82.15,
  "orbital_gap_ev": [9.059, 8.005],
  "e_homo_ev": [-14.364, -15.531],
  "de_lowest_kj_mol": 180.0
}

What did the third record say?
{
  "formula": "C6H10",
  "method": "wB97M-V/def2-TZVPD",
  "elements": ["C", "C", "C", "C", "C", "C", "H", "H", "H", "H", "H", "H", "H", "H", "H", "H"],
  "xyz": [[-0.381357, 1.311519, -0.840000], [-1.069956, 2.316308, -0.117401], [0.122321, -0.269961, 0.959748], [0.168378, -0.029025, -0.474951], [0.310096, -1.078280, -1.560435], [0.724946, -1.301343, 1.857887], [-0.339863, 1.327759, -1.968166], [-1.506919, 2.526155, 0.935763], [-1.309972, 3.269127, -0.782992], [-0.151392, 0.709382, 1.391701], [0.680757, -1.979956, -1.287104], [-0.825066, -1.319334, -1.920315], [0.968626, -0.852603, -2.306737], [-0.067849, -2.027808, 2.348620], [1.413749, -1.877585, 1.139543], [1.263507, -0.724354, 2.624843]],
  "atomic_forces_ev_per_a": [[-0.10, -1.65, -0.34], [-0.19, 1.86, -1.62], [0.83, 1.81, -1.11], [-2.15, 0.39, 1.92], [-4.62, 1.47, 1.04], [-0.69, -1.25, -1.75], [-0.13, 1.08, 1.29], [1.33, -1.29, -1.64], [0.43, -2.22, 1.34], [-0.16, -0.92, 0.50], [0.92, -2.81, 1.83], [2.75, 0.80, 0.40], [1.14, 1.45, -2.51], [1.56, 1.49, -0.95], [-0.81, 0.36, 1.66], [-0.12, -0.57, -0.05]],
  "total_charge": 1,
  "multiplicity": 2,
  "molar_mass_g_mol": 82.15,
  "orbital_gap_ev": [9.059, 8.005],
  "e_homo_ev": [-14.364, -15.531],
  "de_lowest_kj_mol": 180.0
}